1.
This record from OMol25 describes C15H12BrO8Pd as an isolated structure. The level of theory is ωB97M-V/def2-TZVPD.

As for the multiplicity: 5. The total charge is -1. The value obtained for the energy relative to the best compared isomer or geometry (same formula, charge and spin) is 1.702 eV. As for the expectation value of S²: 6.01.

Last column: natural (NBO) charge in e.
Positions of all 37 atoms, in Å:
1 Pd 0.6679 0.1417 -1.1895  1.307
2 O -2.1577 -2.9800 -1.0706  -0.689
3 C -1.4937 -2.0175 -1.4454  0.782
4 O -0.2282 -1.8782 -1.3060  -0.760
5 C -2.3124 -0.8545 -2.0580  -0.337
6 C -2.9993 -0.1042 -0.9087  0.083
7 C -3.9123 1.0424 -1.4136  -0.428
8 C -2.8716 2.1736 -1.7287  -0.486
9 C -1.6232 1.3312 -1.5620  0.312
10 O -1.8760 0.6486 -0.3716  -0.563
11 C -1.5149 0.3069 -2.7096  -0.490
12 C -0.3512 -0.1507 -3.6540  0.800
13 O -0.7315 -0.6042 -4.7199  -0.667
14 O 0.8619 0.0102 -3.2754  -0.738
15 H -3.0393 -1.2432 -2.7686  0.240
16 H -3.4113 -0.7487 -0.1390  0.230
17 H -4.6105 1.3530 -0.6377  0.213
18 H -4.4828 0.7495 -2.2950  0.211
19 H -2.9171 2.9653 -0.9819  0.217
20 H -2.9825 2.6021 -2.7226  0.212
21 H 0.1449 2.5801 -1.2101  0.429
22 H -2.1453 0.7759 -3.4700  0.250
23 Br 6.4456 -1.4639 3.4532  0.025
24 C 4.5922 -1.0315 3.4866  -0.069
25 C 3.9249 -1.0225 4.7001  -0.245
26 C 2.5728 -0.7071 4.7236  -0.213
27 C 1.9071 -0.4027 3.5465  -0.186
28 C 2.5959 -0.4163 2.3407  -0.059
29 C 3.9470 -0.7362 2.3003  -0.233
30 C 1.8779 -0.0888 1.0682  0.731
31 O 0.6662 0.2291 1.1133  -0.703
32 O 2.5187 -0.1347 -0.0219  -0.703
33 H 4.4542 -1.2618 5.6122  0.219
34 H 2.0423 -0.7039 5.6668  0.211
35 H 0.8539 -0.1590 3.5365  0.240
36 H 4.4614 -0.7502 1.3502  0.254
37 O 1.1258 2.5501 -1.2385  -0.398

---

2.
This record from OMol25 describes BrPd as an isolated structure. The level of theory is ωB97M-V/def2-TZVPD.

As for the multiplicity: 4. The total charge is +2. The value obtained for the energy relative to the best compared isomer or geometry (same formula, charge and spin) is 0.021 eV. As for the expectation value of S²: 3.76.

Last column: natural (NBO) charge in e.
Positions of all 2 atoms, in Å:
1 Pd 1.0717 0.7587 0.1146  1.120
2 Br -1.0717 -0.7587 -0.1146  0.880

---

3.
This record from OMol25 describes one molecule with the formula C4H7NO2. The level of theory is ωB97M-V/def2-TZVPD.

As for the SMILES: CCC(O)(O)C#N. The value obtained for the energy relative to the best compared isomer or geometry (same formula, charge and spin) is 2.749 eV.

Last column: natural (NBO) charge in e.
Positions of all 14 atoms, in Å:
1 C -1.1067 0.3562 2.0351  0.151
2 C -0.7658 -1.0626 -0.6494  -0.632
3 C 0.4371 -0.1292 -0.2283  -0.439
4 C 0.1222 0.9907 0.8504  0.605
5 N -2.0543 0.0548 2.6144  -0.384
6 O 1.2675 1.3744 1.4916  -0.711
7 O -0.4419 2.1182 0.2179  -0.700
8 H -1.3813 -1.4956 0.1938  0.235
9 H -0.4908 -2.0021 -1.0490  0.220
10 H -1.3546 -0.4990 -1.4484  0.222
11 H 1.2860 -0.6317 -0.0001  0.201
12 H 0.6207 0.4888 -1.0849  0.233
13 H 1.9467 0.6561 1.6489  0.501
14 H -0.3974 2.9273 0.7497  0.498

---

4.
This record from OMol25 describes a 3-piece molecular cluster, C5H17N2O overall. The level of theory is ωB97M-V/def2-TZVPD.

The total charge is +1. The value obtained for the energy relative to the best compared isomer or geometry (same formula, charge and spin) is 6.073 eV.

Last column: natural (NBO) charge in e.
Positions of all 25 atoms, in Å:
1 C 0.8131 -1.2123 1.0144  -0.389
2 N 1.4260 -2.4306 0.3601  -0.465
3 C 2.8395 -2.3609 -0.0996  -0.458
4 C 0.3267 -0.0445 0.1622  0.396
5 N -0.9978 2.6206 1.4033  -1.035
6 C -1.9825 -0.3621 -0.7657  -0.623
7 C -0.5047 -0.3568 -1.0869  -0.541
8 H 1.5521 -0.9584 1.6972  0.235
9 H 0.0051 -1.6767 1.6364  0.250
10 H 0.7882 -2.6932 -0.4950  0.370
11 H 3.5340 -2.3624 0.8069  0.226
12 H 3.1110 -3.3095 -0.6573  0.252
13 H 3.0823 -1.4706 -0.7395  0.198
14 H 1.1759 0.6009 -0.0713  0.217
15 H -1.9177 2.3465 1.7769  0.398
16 H -0.4410 3.0962 2.1412  0.404
17 H -0.4562 1.7978 0.9861  0.336
18 H -2.6816 -1.0345 -1.1187  0.255
19 H -2.0641 -0.5703 0.3186  0.199
20 H -2.4809 0.5114 -1.0307  0.258
21 H -0.3158 0.4995 -1.7682  0.273
22 H -0.1798 -1.2784 -1.5359  0.286
23 H -1.7704 4.0409 -1.6219  0.483
24 H -1.4514 3.3565 -0.1289  0.500
25 O -1.4098 3.2507 -1.1837  -1.026

---

5.
This record from OMol25 describes C40H46AuBrClGe3N as an isolated structure. The level of theory is ωB97M-V/def2-TZVPD.

The value obtained for the energy relative to the best compared isomer or geometry (same formula, charge and spin) is 1.083 eV.

Last column: Mulliken charge in e.
Positions of all 93 atoms, in Å:
1 Au -0.4595 -0.0617 0.0960  0.136
2 C 5.1429 -2.4474 -0.0308  -1.447
3 C 3.8409 -2.1829 -0.7907  0.265
4 Ge 2.4997 -1.0183 0.1292  1.029
5 C 2.6733 0.6752 -0.9154  -0.043
6 C 3.8845 1.4851 -0.4464  -1.352
7 C 2.8561 -0.6342 2.0223  -1.859
8 C 2.0237 -0.2001 2.9749  1.734
9 Ge 0.0267 0.1097 2.6146  1.102
10 C -1.0758 -1.4519 3.2253  0.292
11 C -1.2987 -1.6496 4.7234  -1.369
12 C -0.9750 1.7447 3.2436  -0.163
13 C -0.8333 2.2262 4.6830  -1.187
14 C 2.4745 0.0219 4.3711  0.953
15 C 3.8262 0.1141 4.7222  -0.776
16 C 4.2129 0.2858 6.0395  -0.770
17 C 3.2640 0.3886 7.0488  -0.500
18 C 1.9211 0.3193 6.7190  -1.274
19 C 1.5396 0.1400 5.3992  0.393
20 H 5.8200 -3.0610 -0.6304  0.384
21 H 4.9542 -2.9713 0.9070  0.243
22 H 5.6589 -1.5131 0.2018  0.377
23 H 3.3482 -3.1257 -1.0385  -0.285
24 H 4.0618 -1.6892 -1.7403  0.596
25 H 1.7664 1.2697 -0.8538  -0.120
26 H 2.7983 0.3862 -1.9626  0.484
27 H 3.7705 1.7876 0.5971  0.268
28 H 4.0155 2.3865 -1.0491  0.406
29 H 4.8022 0.8965 -0.5257  0.333
30 H 3.8777 -0.8803 2.3124  0.161
31 H -0.6556 -2.3620 2.7997  -0.380
32 H -2.0346 -1.2951 2.7227  0.358
33 H -0.3655 -1.8622 5.2468  0.338
34 H -1.9672 -2.4975 4.8834  0.426
35 H -1.7661 -0.7755 5.1822  0.331
36 H -2.0038 1.4440 3.0308  0.408
37 H -0.7406 2.5599 2.5580  0.178
38 H -1.1068 1.4535 5.4018  0.221
39 H -1.5030 3.0723 4.8463  0.420
40 H 0.1837 2.5540 4.8989  0.346
41 H 4.5937 0.0639 3.9625  0.417
42 H 5.2668 0.3418 6.2811  0.415
43 H 3.5707 0.5277 8.0771  0.407
44 H 1.1660 0.4020 7.4912  0.415
45 H 0.4874 0.0754 5.1578  0.030
46 Br -3.2104 4.6993 -2.3734  -0.192
47 C -1.8129 4.1147 -1.2449  -0.332
48 C -1.1762 5.0042 -0.3972  -0.030
49 C -0.1288 4.5276 0.3770  -0.943
50 C 0.2121 3.1907 0.2848  -0.501
51 N -0.4263 2.3349 -0.5139  -0.044
52 C -1.4186 2.7877 -1.2753  -0.192
53 H -1.4883 6.0379 -0.3448  0.454
54 H 0.4158 5.1873 1.0382  0.425
55 H 1.0290 2.7766 0.8670  0.689
56 H -1.9215 2.0680 -1.9075  0.504
57 Cl -2.8809 0.2282 0.1654  -0.586
58 C 0.7449 -1.8903 0.2636  0.108
59 Ge 0.4672 -3.7799 -0.1775  -0.431
60 C 0.7105 -4.3423 -2.0394  0.860
61 C 0.1274 -3.5871 -3.0541  -0.554
62 C 0.1215 -4.0472 -4.3618  -0.679
63 C 0.6870 -5.2782 -4.6660  -0.490
64 C 1.2767 -6.0351 -3.6642  -0.635
65 C 1.2903 -5.5676 -2.3573  -0.308
66 C -1.3691 -4.2582 0.3386  0.282
67 C -1.6740 -5.5494 0.7693  0.030
68 C -2.9751 -5.8958 1.1034  -0.673
69 C -3.9897 -4.9523 1.0078  -0.510
70 C -3.6988 -3.6653 0.5786  -0.644
71 C -2.3964 -3.3246 0.2441  -0.336
72 C 1.6832 -4.6519 1.1179  0.648
73 C 1.2509 -4.7510 2.4403  0.096
74 C 2.1018 -5.2001 3.4386  -0.895
75 C 3.4059 -5.5606 3.1281  -0.528
76 C 3.8434 -5.4878 1.8141  -0.836
77 C 2.9869 -5.0386 0.8178  -0.138
78 H 0.6346 -1.9728 1.3461  -1.368
79 H -0.3314 -2.6330 -2.8138  0.395
80 H -0.3288 -3.4503 -5.1451  0.409
81 H 0.6623 -5.6493 -5.6827  0.372
82 H 1.7198 -6.9949 -3.8992  0.414
83 H 1.7521 -6.1656 -1.5789  0.321
84 H -0.8821 -6.2880 0.8486  0.384
85 H -3.1989 -6.9005 1.4413  0.402
86 H -5.0056 -5.2212 1.2692  0.392
87 H -4.4818 -2.9202 0.5094  0.439
88 H -2.1781 -2.3142 -0.0757  0.057
89 H 0.2317 -4.4751 2.6891  0.193
90 H 1.7450 -5.2720 4.4588  0.430
91 H 4.0772 -5.8983 3.9076  0.395
92 H 4.8575 -5.7779 1.5663  0.421
93 H 3.3465 -4.9922 -0.2043  0.383

---

no.,E (eV)
1,-105649.2584
2,-73494.7692
3,-9844.5307
4,-10476.8612
5,-299520.1923